DFT (wB97M-V/def2-TZVPD) results for a cluster of 6 separate species, C42H84F9N3O7S in total at a distorted geometry.

```
146
Properties=species:S:1:pos:R:3:forces:R:3
C -5.2310 3.6099 0.1070 -0.8 0.7 0.4
C -4.7349 4.7998 0.9323 0.9 0.2 -0.8
C -4.0048 4.5153 2.2180 -0.1 -1.3 1.6
C -4.9109 4.3456 3.5270 1.5 0.2 -1.9
N -4.3707 3.3465 4.6631 -0.6 3.0 -3.0
C -2.8987 3.6115 5.0005 -0.6 0.6 0.3
C -2.9205 4.9483 5.6879 0.3 0.0 1.1
C -4.1945 4.9397 6.6136 0.1 0.2 -1.9
C -5.1515 3.8734 5.9226 1.7 -1.9 0.9
C -4.5376 1.9007 4.0972 -1.2 1.6 0.5
C -6.0113 1.5321 4.0540 0.8 -1.4 0.2
C -6.0794 0.0404 3.6101 -0.8 0.4 0.7
H -5.4711 4.0672 -0.8529 -0.4 -0.4 -0.1
H -6.1431 3.3096 0.6227 -0.2 -0.6 -0.5
H -4.5946 2.7495 -0.1001 0.3 0.2 0.5
H -5.5711 5.4949 1.0082 0.1 0.2 0.2
H -3.9496 5.2707 0.3409 -0.2 0.4 -0.2
H -3.2287 5.2531 2.4215 -0.2 0.3 0.1
H -3.4357 3.6234 1.9556 0.1 -0.4 0.5
H -5.9281 4.1313 3.1991 0.1 -1.1 0.4
H -5.0520 5.3919 3.7979 0.5 -0.2 1.3
H -2.6103 2.8125 5.6836 0.0 0.0 0.0
H -2.1712 3.6861 4.1923 -0.7 -0.7 -0.6
H -2.0008 5.0430 6.2651 -0.1 -0.1 0.3
H -2.7990 5.7690 4.9809 -0.8 0.0 -0.1
H -3.8885 4.7616 7.6445 -0.4 -0.6 -0.2
H -4.6518 5.9288 6.5878 -0.1 -0.1 0.0
H -5.2059 2.9281 6.4625 -0.1 0.3 0.8
H -6.1837 4.1617 5.7236 0.4 0.2 -0.5
H -3.8511 1.3307 4.7233 -0.5 -0.5 -0.2
H -4.3020 1.8804 3.0332 1.1 0.4 0.3
H -6.5484 2.1412 3.3270 0.1 0.1 0.1
H -6.4484 1.6650 5.0437 -0.3 -0.2 -0.1
H -5.6865 -0.2009 2.6224 0.2 0.4 0.0
H -7.1371 -0.2231 3.6099 0.0 -0.3 0.0
H -5.5745 -0.5942 4.3385 0.0 0.0 0.0
C 7.6853 -0.9296 4.8475 0.4 0.0 -2.2
C 8.3938 0.3444 4.2241 -0.7 -1.6 2.5
C 7.5385 1.3244 3.4056 2.0 -0.5 -1.0
C 7.5109 0.8806 1.8915 -1.1 0.4 -0.5
N 7.0231 1.9534 0.9403 -0.9 3.1 -0.1
C 5.5492 2.4110 1.3658 1.3 -1.0 -1.4
C 4.9846 2.9082 0.0554 -2.1 1.8 0.0
C 5.6712 2.3599 -1.1300 1.0 -1.8 -0.6
C 6.7434 1.4830 -0.4709 1.0 -1.4 -0.5
C 7.9341 3.2617 0.8329 -1.1 -2.2 -0.7
C 9.3934 2.8800 0.6046 -0.1 1.1 1.2
C 10.2342 4.1580 0.5437 0.4 0.1 -0.6
H 8.3419 -1.3397 5.6149 -0.3 0.0 0.0
H 7.6413 -1.6276 4.0115 0.0 -0.6 0.2
H 6.6422 -0.8517 5.1540 0.2 0.6 0.4
H 9.3195 -0.0299 3.7869 -0.3 0.2 -0.8
H 8.7886 0.7318 5.1633 -0.2 1.4 -0.3
H 8.1411 2.2312 3.4563 -0.2 0.4 -0.3
H 6.5966 1.5596 3.9013 -0.2 -0.4 -0.4
H 6.7885 0.1212 1.5925 0.0 -0.6 1.0
H 8.4438 0.5153 1.4623 0.3 0.2 0.6
H 5.5144 3.2123 2.1040 0.4 -0.6 0.3
H 5.1426 1.4443 1.6629 -0.4 0.4 0.4
H 5.0171 3.9975 0.0310 0.0 0.1 0.2
H 3.9439 2.6521 -0.1431 -0.3 0.1 1.0
H 5.9471 3.0566 -1.9216 0.7 0.3 0.5
H 5.0009 1.6914 -1.6702 0.1 -0.2 0.1
H 7.6634 1.3166 -1.0312 0.2 0.5 0.1
H 6.4019 0.4522 -0.3760 -0.4 0.0 0.1
H 7.6330 3.8396 1.7067 0.8 0.1 0.1
H 7.5650 3.7711 -0.0573 -0.2 0.1 0.1
H 9.6057 2.2706 -0.2739 -0.5 0.0 -0.1
H 9.7402 2.3204 1.4733 0.1 -0.1 0.0
H 11.2730 3.8281 0.5337 0.1 0.4 0.3
H 10.0207 4.8912 1.3215 0.2 -0.4 0.5
H 10.1140 4.7562 -0.3596 -0.3 -0.4 -0.4
C -7.8898 0.3424 -8.4066 0.7 -0.4 -0.4
C -6.3768 0.7344 -8.6632 -0.1 -1.1 2.0
C -5.2787 -0.0892 -7.7484 -0.5 1.1 -1.2
C -4.7214 -1.2529 -8.6216 -1.7 -0.8 1.1
N -3.9161 -2.3736 -7.9515 0.8 2.1 0.1
C -4.7257 -3.1102 -6.8590 -0.3 -0.1 -1.7
C -4.1687 -4.5339 -6.8337 0.0 0.4 2.4
C -3.2744 -4.6490 -8.0212 0.8 -0.8 -2.4
C -3.5116 -3.4379 -8.9502 0.8 0.5 0.9
C -2.6684 -1.6765 -7.1926 -1.9 0.7 -0.3
C -1.8037 -0.7122 -8.0434 -0.7 -2.2 -2.8
C -0.5868 -0.0030 -7.5560 -0.6 -0.4 1.6
H -8.0464 -0.7261 -8.2590 0.2 -0.2 -0.3
H -8.4902 0.6415 -9.2657 0.1 0.0 0.0
H -8.3845 0.7695 -7.5343 0.6 0.5 0.1
H -6.3233 1.7923 -8.4061 0.4 0.0 -0.2
H -6.0968 0.5828 -9.7057 -0.2 0.1 0.0
H -5.6951 -0.2340 -6.7516 -0.3 -0.9 -0.2
H -4.4267 0.5539 -7.5282 0.0 0.4 -0.3
H -4.2239 -0.7417 -9.4457 0.5 -0.7 0.0
H -5.5292 -1.8803 -8.9984 -0.4 0.6 -0.4
H -4.7833 -2.5110 -5.9503 0.2 -0.2 -0.1
H -5.7093 -3.2938 -7.2915 -0.3 0.9 0.0
H -3.6629 -4.7097 -5.8843 0.6 0.1 -0.1
H -5.0068 -5.2145 -6.6839 0.0 -0.2 -0.9
H -2.2077 -4.7273 -7.8109 -0.1 0.3 0.5
H -3.4209 -5.5307 -8.6450 -0.4 -0.2 0.3
H -2.6309 -3.0610 -9.4702 0.3 -0.2 0.3
H -4.1965 -3.5848 -9.7853 -0.8 0.1 0.6
H -2.2518 -2.5567 -6.7030 0.7 0.6 0.2
H -3.2782 -1.0490 -6.5426 0.5 -0.4 0.8
H -2.3873 -0.0637 -8.6968 -0.6 0.1 0.5
H -1.3742 -1.3974 -8.7743 0.1 -0.2 -0.5
H -0.8978 0.7576 -6.8398 0.6 0.0 0.2
H -0.0351 0.4482 -8.3808 0.0 -0.2 0.2
H -0.0800 -0.8442 -7.0831 1.0 0.8 0.4
C 8.3246 -4.3649 -2.5513 3.4 3.0 -0.1
O 7.0072 -4.0947 -2.7880 -3.7 -0.2 -0.7
O 8.9633 -3.1385 -2.4413 -0.3 -1.8 1.5
C 8.4004 -5.4651 -1.3277 0.9 3.0 -1.7
F 7.8711 -6.5919 -1.6504 -1.5 -3.1 -1.6
F 9.6712 -5.7882 -0.9885 0.1 0.7 0.5
F 7.6871 -5.0849 -0.2759 0.3 0.9 1.4
C 6.3699 -4.6313 -3.9434 0.2 -1.3 0.6
C 4.8538 -4.4796 -3.8702 -0.2 0.8 0.4
H 4.3611 -5.1642 -3.1798 0.2 -0.2 -0.1
H 4.5861 -3.4894 -3.5016 0.3 0.2 0.2
H 4.3383 -4.5055 -4.8303 0.3 -0.5 -0.3
H 6.6281 -5.6897 -3.9774 -0.2 -0.4 0.0
H 6.7477 -4.2897 -4.9071 0.3 0.9 0.1
H 8.8184 -4.7261 -3.4534 -0.2 -1.7 -0.2
C -3.8923 -1.8068 10.6774 2.2 3.0 0.2
O -3.0800 -2.2496 9.5349 -1.3 0.4 -1.1
O -3.6017 -0.4475 10.8477 -1.7 -3.6 -0.1
C -5.3664 -2.2356 10.5074 2.2 0.4 -3.3
F -6.1577 -1.9750 11.4566 -1.9 0.9 3.4
F -5.9162 -1.6858 9.4111 -0.3 1.0 -1.1
F -5.4823 -3.5453 10.2485 0.1 -1.7 0.4
C -2.9929 -3.5889 9.0799 -1.2 0.9 -0.1
C -2.2228 -3.4711 7.8090 3.3 -0.4 0.7
H -2.3639 -2.6422 7.1154 -0.9 -0.3 0.2
H -1.2585 -3.2330 8.2578 0.7 0.4 -0.5
H -1.9849 -4.4276 7.3434 -0.6 -0.1 -0.4
H -3.8966 -4.1149 8.7722 -0.6 0.2 0.9
H -2.4828 -4.0975 9.8979 0.2 -0.9 -0.4
H -3.5009 -2.4865 11.4344 -0.1 -0.2 1.2
C -0.4814 -3.2832 0.0384 -0.7 1.7 -0.5
F 0.8081 -3.4977 0.1785 0.9 -0.6 -1.1
F -1.0692 -3.9432 -1.0278 1.1 0.1 1.2
F -0.9908 -3.7486 1.1777 -1.0 0.2 -0.3
S -0.7167 -1.3700 -0.2564 0.0 1.4 1.8
O -0.4816 -0.8603 1.1412 0.2 -0.9 -2.7
O 0.1954 -0.9218 -1.3297 -0.3 -1.1 1.6
O -2.1001 -1.2131 -0.6634 -0.4 -0.5 0.0
```
Positions in Å, forces in eV/Å.

Values from the calculation:
* lowest unoccupied orbital energy: -0.0365 hartree
* gap between HOMO and LUMO: 3.555 eV
* energy: -98996.6224 eV
* HOMO: -0.167 hartree
* F_max: 4.55 eV/A

Atomic partial charges in e from the Löwdin method, atoms 1 to 99: -0.09, -0.28, -0.19, -0.07, -0.16, -0.11, -0.17, -0.09, -0.05, -0.09, -0.22, -0.07, 0.07, 0.07, 0.08, 0.11, 0.11, 0.10, 0.11, 0.11, 0.12, 0.14, 0.14, 0.12, 0.11, 0.12, 0.10, 0.13, 0.13, 0.14, 0.13, 0.10, 0.11, 0.08, 0.08, 0.09, -0.09, -0.25, -0.14, -0.09, -0.20, -0.04, -0.20, -0.15, -0.10, -0.08, -0.22, -0.10, 0.07, 0.06, 0.07, 0.11, 0.09, 0.10, 0.12, 0.13, 0.14, 0.13, 0.14, 0.12, 0.13, 0.12, 0.13, 0.14, 0.14, 0.13, 0.13, 0.12, 0.10, 0.08, 0.08, 0.08, -0.10, -0.18, -0.15, -0.13, -0.21, -0.07, -0.15, -0.15, -0.08, -0.02, -0.26, -0.08, 0.06, 0.07, 0.07, 0.10, 0.09, 0.11, 0.09, 0.13, 0.12, 0.14, 0.13, 0.13, 0.12, 0.12, 0.12